ORCA calculation (ωB97M-V with the def2-TZVPD basis set) on a 5-piece molecular cluster, C22H57BN4O12PS2 overall in a non-equilibrium geometry.

Last column: Mulliken charge in e.
Cartesian coordinates (Å):
C  0.50626  -3.43438  3.20544  -1.27
C  0.55319  -2.43606  2.03394  0.65
S  -0.72073  -1.16345  2.29390  -0.24
C  -0.35949  -0.07461  0.88955  -0.62
N  -1.41456  -0.01490  -0.17108  0.69
B  -1.85753  1.36090  -0.58696  0.39
O  -1.09170  2.46708  -0.38077  0.03
O  -3.13101  1.52204  -1.08293  -0.71
C  -1.32167  -1.03051  -1.09355  -0.63
N  -1.15165  -0.90016  -2.47460  0.22
P  0.34099  -0.48615  -3.20724  0.46
O  1.34397  -0.87575  -2.01869  -0.43
O  0.30649  1.12061  -3.24241  -0.43
S  0.57540  -1.33860  -4.86587  -0.29
N  -1.40996  -2.24541  -0.63499  0.01
C  -1.24540  -3.50972  -1.36990  -0.72
C  -1.71262  -4.62737  -0.45823  -0.32
N  -0.90967  -5.54064  -0.10947  -0.49
H  -0.35675  -3.27874  3.85653  0.34
H  1.41840  -3.36511  3.80406  0.34
H  0.46524  -4.45781  2.81997  0.34
H  1.53646  -1.95764  1.95797  -0.11
H  0.38751  -2.96192  1.08791  -0.03
H  -0.23548  0.93680  1.28186  0.58
H  0.59806  -0.42241  0.49383  -0.03
H  -0.15190  2.30963  -0.28367  0.07
H  -3.27726  1.31998  -2.00763  0.32
H  -1.92595  -0.42895  -2.93166  0.38
H  1.77732  -0.14509  -1.56764  0.25
H  1.02743  1.60568  -2.83215  0.30
H  -1.59009  -2.29917  0.37186  0.50
H  -0.20123  -3.65807  -1.65736  0.30
H  -1.88438  -3.47552  -2.25931  0.43
H  -2.75869  -4.56876  -0.12858  0.48
H  -1.36077  -6.22757  0.49387  0.27
C  -5.16209  4.09672  4.83997  -0.74
O  -3.88095  4.68993  4.72667  -0.33
C  -2.82624  3.88500  5.21825  -0.68
C  -2.06124  3.22965  4.09167  -0.24
O  -2.84924  2.28141  3.38473  -0.37
C  -3.38720  2.78828  2.17755  -0.07
H  -5.85584  4.72244  4.28232  0.25
H  -5.17650  3.08533  4.42522  0.31
H  -5.48444  4.05873  5.88522  0.33
H  -3.20520  3.12346  5.90703  0.35
H  -2.14281  4.53452  5.77356  0.38
H  -1.19885  2.69696  4.50467  0.41
H  -1.69154  4.00148  3.40680  0.12
H  -2.59057  2.92511  1.44044  -0.34
H  -3.89612  3.74383  2.32135  0.31
H  -4.10682  2.05945  1.80612  0.35
C  0.35002  -4.96967  -4.91397  -0.61
O  0.81264  -5.77594  -3.84723  -0.39
C  -0.10646  -6.78407  -3.45449  -0.19
C  0.25553  -8.13733  -4.02320  -0.79
O  0.13606  -8.16397  -5.43212  -0.37
C  1.37197  -8.06883  -6.11691  -0.69
H  1.18871  -4.36766  -5.25732  0.24
H  -0.02286  -5.57452  -5.74375  0.33
H  -0.44699  -4.29451  -4.57886  0.21
H  -1.12204  -6.51708  -3.76988  0.35
H  -0.09021  -6.83825  -2.36226  0.27
H  -0.43415  -8.88408  -3.61752  0.40
H  1.27003  -8.41001  -3.71530  0.37
H  1.94918  -8.99315  -6.01285  0.33
H  1.97125  -7.23032  -5.75279  0.29
H  1.14496  -7.91508  -7.16989  0.24
C  6.97697  0.14006  2.85696  -0.68
O  6.92076  0.01756  1.44625  -0.37
C  6.39574  -1.21496  0.99428  -0.72
C  4.96931  -1.06532  0.51893  -0.37
O  4.08391  -0.72719  1.58206  -0.31
C  3.76162  0.64317  1.63838  -0.68
H  7.23019  1.17444  3.07930  0.25
H  6.01844  -0.10428  3.32272  0.27
H  7.75207  -0.50904  3.27535  0.34
H  6.45097  -1.97370  1.78097  0.37
H  7.00830  -1.55333  0.15356  0.38
H  4.62758  -2.01361  0.09430  0.36
H  4.92577  -0.30188  -0.26610  0.34
H  3.08590  0.91205  0.80703  0.10
H  4.64240  1.28605  1.58894  0.46
H  3.24073  0.81894  2.57868  0.25
C  -2.18724  6.94625  1.60393  -0.55
O  -2.65769  7.34966  0.33234  -0.38
C  -1.83611  8.31112  -0.31010  -0.54
C  -0.98503  7.68883  -1.39290  -0.45
O  -0.02457  6.78619  -0.85978  -0.41
C  -0.40722  5.43634  -0.96709  -0.76
H  -2.79752  6.10157  1.92171  0.06
H  -1.13655  6.64221  1.56792  0.28
H  -2.29956  7.74978  2.33885  0.40
H  -1.20005  8.82259  0.41889  0.32
H  -2.49402  9.05568  -0.76728  0.40
H  -0.43932  8.47543  -1.92020  0.40
H  -1.62777  7.17657  -2.11616  0.29
H  -0.35375  5.08219  -2.00529  0.34
H  -1.41773  5.26979  -0.58662  0.35
H  0.29325  4.86082  -0.35907  0.21

Properties
- total charge = +1
- orbital gap (eV) = 7.12
- spin multiplicity = 1
- electronic energy (eV) = -85898.063

---

ORCA calculation (ωB97M-V with the def2-TZVPD basis set) on C37H46N10O6SSc as an isolated structure in a non-equilibrium geometry.

Last column: Mulliken charge in e.
Cartesian coordinates (Å):
Sc  -0.79216  0.28505  0.50598  -0.05
C  3.66535  -1.85979  -3.14355  -0.71
C  2.41265  -2.23950  -2.68090  -0.59
C  1.65817  -1.36668  -1.91852  1.05
C  2.14236  -0.08957  -1.62467  -0.67
C  3.41879  0.28157  -2.07933  -0.50
C  4.17052  -0.60184  -2.82696  -0.78
N  1.28520  0.80016  -0.92941  2.44
N  1.70915  1.97525  -0.91876  -0.72
C  0.93009  2.98873  -0.37751  -0.44
C  1.47937  4.26442  -0.48477  -0.55
C  0.76023  5.34950  -0.01374  -0.85
C  -0.47636  5.10862  0.56055  -0.99
C  -0.94137  3.80297  0.63029  -0.52
N  -0.27428  2.74960  0.16637  1.13
H  4.24775  -2.53881  -3.75248  0.47
H  2.02269  -3.22013  -2.92293  0.46
H  0.68375  -1.65686  -1.55977  -0.62
H  3.80208  1.26249  -1.84519  0.52
H  5.15434  -0.31174  -3.16990  0.47
H  2.45107  4.37108  -0.94551  0.61
H  1.15351  6.35375  -0.09437  0.47
H  -1.07885  5.91573  0.95302  0.55
H  -1.89953  3.60762  1.09307  0.58
O  -1.39577  0.99968  -7.41346  -0.47
C  -2.41296  0.58359  -6.65463  0.46
O  -3.29917  -0.08228  -7.10198  -0.52
C  -2.40535  0.95956  -5.19191  0.74
C  -3.63318  0.97866  -4.53671  -1.30
C  -3.69610  1.16031  -3.16851  -0.85
C  -2.52127  1.30334  -2.42435  0.00
C  -1.29634  1.28829  -3.08322  0.01
C  -1.23671  1.13764  -4.45749  -1.06
N  -2.55381  1.36513  -1.00644  1.37
C  -3.50670  2.00792  -0.45449  -0.41
C  -3.71132  1.95082  0.99017  -0.08
C  -4.81767  2.55335  1.57269  -1.05
C  -5.00941  2.41580  2.94053  -0.71
C  -4.09304  1.67132  3.66426  -1.10
C  -3.01076  1.11051  2.99761  -0.67
N  -2.80732  1.25024  1.69259  1.13
H  -0.84322  1.66949  -6.99842  0.35
H  -4.53293  0.82591  -5.11795  0.45
H  -4.65585  1.12222  -2.66761  0.51
H  -0.39190  1.39110  -2.50347  0.21
H  -0.26465  1.10820  -4.93531  0.42
H  -4.20823  2.60812  -1.03307  0.74
H  -5.51741  3.11106  0.96380  0.60
H  -5.85923  2.87575  3.42684  0.49
H  -4.21042  1.52742  4.72913  0.52
H  -2.27610  0.51909  3.53048  0.70
N  -2.99444  -2.99771  2.41775  -0.39
C  -2.92009  -2.03884  1.48817  0.60
N  -3.95065  -1.90764  0.62797  -0.30
O  -1.92829  -1.28350  1.42171  -0.30
H  -3.77403  -3.62833  2.49045  0.19
H  -2.22262  -3.12306  3.04863  0.24
H  -4.79854  -2.44087  0.71819  0.24
H  -3.93157  -1.13486  -0.01400  -0.06
N  0.81074  -1.14996  1.03783  -0.39
C  1.67121  -1.87441  1.32645  0.71
N  2.61806  -2.68817  1.65730  -0.05
C  3.20989  -3.60936  0.66467  -0.92
C  4.56313  -3.06705  0.21440  0.08
C  5.47282  -2.85780  1.42809  -1.25
C  4.81509  -1.90754  2.43350  -0.27
C  3.44949  -2.44645  2.85044  -0.29
H  2.51612  -3.72649  -0.16564  0.42
H  3.33841  -4.57518  1.15681  0.39
H  4.40906  -2.11736  -0.30802  -0.10
H  5.01464  -3.76905  -0.48742  0.45
H  6.43563  -2.45532  1.11564  0.40
H  5.66207  -3.82028  1.91100  0.40
H  4.70184  -0.91687  1.97984  0.17
H  5.43941  -1.80629  3.32280  0.48
H  2.92466  -1.76314  3.51777  -0.16
H  3.57065  -3.40354  3.36112  0.40
N  -2.57116  -3.48648  -3.75739  -0.64
C  -2.74277  -2.25145  -2.99776  0.79
C  -1.64318  -2.18422  -1.92508  0.05
O  -0.93741  -3.26420  -1.83548  -0.48
O  -1.43503  -1.19349  -1.23388  0.10
H  -2.18410  -3.32263  -4.67933  0.23
H  -3.43105  -4.00581  -3.87668  0.25
H  -1.34297  -3.84198  -2.57914  0.53
H  -3.70244  -2.24518  -2.47998  0.34
H  -2.69879  -1.34652  -3.60549  -0.42
O  -0.00592  1.10910  2.33783  -0.23
S  0.75752  2.15087  3.15094  0.23
C  2.50952  1.61613  3.07035  0.29
C  2.97220  1.36607  4.50084  -0.84
C  1.77645  0.75227  5.22593  -0.45
C  0.60184  1.66388  4.90427  -0.78
H  3.08455  2.37573  2.54302  0.58
H  2.48030  0.69913  2.47912  -0.68
H  3.25492  2.30492  4.97984  0.39
H  3.84632  0.71506  4.51432  0.36
H  1.93425  0.69273  6.30182  0.52
H  1.57884  -0.25686  4.85719  0.11
H  0.65895  2.59975  5.46337  0.46
H  -0.38129  1.21841  5.04578  0.40

Properties
- total charge = +3
- orbital gap (eV) = 7.38
- spin multiplicity = 1
- electronic energy (eV) = -97821.358

---

ORCA calculation (ωB97M-V with the def2-TZVPD basis set) on a 4-piece molecular cluster, C6H16O4 overall in a non-equilibrium geometry.

Last column: natural (NBO) charge in e.
Cartesian coordinates (Å):
C  1.73707  -1.48479  1.16666  -0.60
C  1.43645  -1.42326  -0.35096  -0.48
C  0.41207  -0.37950  -0.71551  0.00
C  -0.85216  -0.33652  -0.25025  -0.21
C  -1.81416  0.50550  -0.88839  -0.12
C  -1.54554  1.85957  -1.03322  0.29
O  -2.45333  2.55514  -1.67142  -0.55
H  0.92966  -2.01336  1.66968  0.22
H  1.76205  -0.49665  1.61729  0.20
H  2.68046  -1.96370  1.41459  0.25
H  1.08346  -2.41929  -0.61066  0.24
H  2.35485  -1.21508  -0.88991  0.23
H  0.83289  0.25950  -1.47870  0.21
H  -1.17162  -1.04086  0.49724  0.25
H  -2.71209  0.04259  -1.27935  0.27
H  -0.72275  2.37646  -0.54892  0.23
H  -2.24100  3.50364  -1.75775  0.53
H  0.15939  1.09818  2.95062  0.47
H  -1.27998  1.62578  3.24375  0.46
O  -0.41535  1.45284  3.63788  -0.93
H  1.72511  1.35081  0.60858  0.47
H  1.72001  2.80790  1.02557  0.49
O  1.16946  2.01409  1.03154  -0.95
H  -0.95513  -2.40584  -3.04704  0.46
H  -0.50928  -3.34006  -2.01622  0.46
O  -1.33056  -2.93308  -2.32509  -0.92

Properties
- total charge = +1
- orbital gap (alpha / beta) (eV) = 9.88 / 6.57
- spin multiplicity = 2
- electronic energy (eV) = -14661.999

---

Copy entry 3 word for word.
ORCA calculation (ωB97M-V with the def2-TZVPD basis set) on a 4-piece molecular cluster, C6H16O4 overall in a non-equilibrium geometry.

Last column: natural (NBO) charge in e.
Cartesian coordinates (Å):
C  1.73707  -1.48479  1.16666  -0.60
C  1.43645  -1.42326  -0.35096  -0.48
C  0.41207  -0.37950  -0.71551  0.00
C  -0.85216  -0.33652  -0.25025  -0.21
C  -1.81416  0.50550  -0.88839  -0.12
C  -1.54554  1.85957  -1.03322  0.29
O  -2.45333  2.55514  -1.67142  -0.55
H  0.92966  -2.01336  1.66968  0.22
H  1.76205  -0.49665  1.61729  0.20
H  2.68046  -1.96370  1.41459  0.25
H  1.08346  -2.41929  -0.61066  0.24
H  2.35485  -1.21508  -0.88991  0.23
H  0.83289  0.25950  -1.47870  0.21
H  -1.17162  -1.04086  0.49724  0.25
H  -2.71209  0.04259  -1.27935  0.27
H  -0.72275  2.37646  -0.54892  0.23
H  -2.24100  3.50364  -1.75775  0.53
H  0.15939  1.09818  2.95062  0.47
H  -1.27998  1.62578  3.24375  0.46
O  -0.41535  1.45284  3.63788  -0.93
H  1.72511  1.35081  0.60858  0.47
H  1.72001  2.80790  1.02557  0.49
O  1.16946  2.01409  1.03154  -0.95
H  -0.95513  -2.40584  -3.04704  0.46
H  -0.50928  -3.34006  -2.01622  0.46
O  -1.33056  -2.93308  -2.32509  -0.92

Properties
- total charge = +1
- orbital gap (alpha / beta) (eV) = 9.88 / 6.57
- spin multiplicity = 2
- electronic energy (eV) = -14661.999

---

What is the formula in the third record? C6H16O4

---

Which of these has the highest spin multiplicity? C6H16O4